Record 1
The following is a DFT calculation (ωB97M-V/def2-TZVPD) of a molecular structure, C43H42BrN5O9SeY.

Total energy ... -207587.1141 eV
Max |F| ... 0.01385 hartree/bohr
HOMO energy ... -0.21123 hartree
Kohn-Sham gap ... 7.66 eV

Geometry as ORCA input:
```
! RIJCOSX wB97M-V def2-TZVPD def2/J DEFGRID3
* xyz -1 1
Y 1.1888 -1.7573 0.4893
C -2.9767 -2.3386 -2.1732
O -1.9093 -3.1893 -2.6296
C -0.7751 -2.6223 -2.1695
N -0.8761 -1.5995 -1.4188
C -2.2975 -1.5047 -1.0778
C -2.9281 -0.1648 -0.8222
C -4.3266 -0.1936 -0.7055
C -5.0688 0.9072 -0.3349
C -4.4232 2.1001 -0.0399
C -3.0512 2.1640 -0.1496
C -2.3165 1.0490 -0.5457
C 0.4855 -3.3071 -2.4962
C 0.5766 -4.3271 -3.4312
C 1.8167 -4.9161 -3.6238
C 2.9122 -4.4546 -2.9118
C 2.7101 -3.4178 -2.0132
N 1.5197 -2.8838 -1.7867
C 3.8028 -2.8374 -1.2121
N 3.6200 -1.9283 -0.3491
C 4.8891 -1.7387 0.3615
C 5.8729 -2.6218 -0.4417
O 5.0424 -3.2870 -1.4282
C 5.3140 -0.2972 0.4729
C 4.8227 0.6750 -0.3895
C 5.2674 1.9855 -0.2811
C 6.2062 2.3329 0.6765
C 6.6967 1.3640 1.5410
C 6.2482 0.0564 1.4419
H -3.3293 -1.7368 -3.0156
H -3.7751 -2.9823 -1.8134
H -2.3577 -2.0083 -0.1088
H -4.8397 -1.1306 -0.8869
H -6.1460 0.8300 -0.2605
H -4.9823 2.9766 0.2598
H -2.5175 3.0797 0.0599
H -0.3220 0.4523 -0.9592
H -0.3002 -4.6502 -3.9725
H 1.9282 -5.7304 -4.3277
H 3.8984 -4.8779 -3.0302
H 4.7360 -2.1564 1.3577
H 6.6199 -2.0401 -0.9808
H 6.3388 -3.3928 0.1664
H 4.0735 0.4183 -1.1300
H 4.8602 2.7366 -0.9469
H 6.5424 3.3590 0.7645
H 7.4170 1.6293 2.3056
H 6.6095 -0.6950 2.1362
O 2.8578 2.0904 2.0153
C 1.8343 2.5131 2.7765
C 2.1179 3.3766 3.8398
C 1.0992 3.8757 4.6264
C -0.2237 3.5251 4.3773
C -0.5030 2.6672 3.3281
C 0.5031 2.1504 2.5209
C 0.1396 1.2158 1.3817
O 1.1515 0.4173 0.9454
N -0.3250 2.1152 0.2697
N -0.8885 1.3189 -0.8130
C -0.7681 2.0925 -2.0739
C -1.7965 2.2611 -2.8449
Br 1.7751 0.3176 -2.5234
C -2.8607 2.3968 -3.5862
C -3.8449 3.4737 -3.3747
C -3.4562 4.7253 -2.9046
C -4.4069 5.6988 -2.6401
C -5.7540 5.4346 -2.8465
C -6.1464 4.1920 -3.3239
C -5.1971 3.2185 -3.5904
H 2.4785 1.4135 1.3945
H 3.1537 3.6357 4.0196
H 1.3375 4.5423 5.4470
H -1.0216 3.9082 5.0004
H -1.5272 2.3705 3.1215
H -0.7404 0.6210 1.6630
H 0.5218 2.5223 -0.1281
H 0.2442 2.4106 -2.2809
H -3.0562 1.6488 -4.3495
H -2.4043 4.9274 -2.7436
H -4.0928 6.6681 -2.2737
H -6.4946 6.1964 -2.6393
H -7.1958 3.9800 -3.4862
H -5.5029 2.2425 -3.9492
C -0.7670 -2.2005 3.6956
C -1.5887 -2.2333 2.4031
C -1.9686 -3.6846 2.0858
C -2.8542 -1.3835 2.5985
O -0.8380 -1.7022 1.3473
H -1.3525 -2.5369 4.5570
H -0.4272 -1.1786 3.8859
H 0.1113 -2.8413 3.6061
H -2.5184 -4.1497 2.9099
H -1.0616 -4.2595 1.8952
H -2.6043 -3.7314 1.1936
H -3.4373 -1.7177 3.4616
H -3.5032 -1.4283 1.7185
H -2.5745 -0.3387 2.7574
O 1.9093 -4.9288 3.2028
Se 2.4220 -4.1121 1.9227
O 3.8499 -4.5550 1.3046
O 1.2622 -4.0628 0.7091
O 2.4364 -2.4474 2.2211
*
```



Record 2
The following is a DFT calculation (ωB97M-V/def2-TZVPD) of a single BH7O3SSi2 molecule.

Total energy ... -33527.7068 eV
Max |F| ... 0.01252 hartree/bohr
HOMO energy ... -0.34974 hartree
Kohn-Sham gap ... 9.93 eV
SMILES ... OB(O)[Si@@H](S)O[SiH3]

Geometry as ORCA input:
```
! RIJCOSX wB97M-V def2-TZVPD def2/J DEFGRID3
* xyz 0 1
O 2.5022 0.2145 1.5651
B 1.8257 -0.2837 0.4886
O 2.1329 -1.5638 0.1292
Si 0.4059 0.8553 -0.4570
S 0.1737 0.0851 -2.4558
O -1.0156 0.8797 0.3805
Si -2.2220 -0.2422 0.5337
H 2.1066 0.9896 1.9722
H 2.1363 -1.7478 -0.8122
H 0.8443 2.2670 -0.5390
H -1.1552 0.2429 -2.5484
H -2.5835 -0.3422 1.9586
H -3.3965 0.1971 -0.2452
H -1.7547 -1.5515 0.0298
*
```



Record 3
The following is a DFT calculation (ωB97M-V/def2-TZVPD) of a molecular structure, C19H31N3O2 at a distorted geometry.

Total energy ... -28757.6604 eV
Max |F| ... 0.29260 hartree/bohr
HOMO energy ... -0.28729 hartree
Kohn-Sham gap ... 8.48 eV

Geometry as ORCA input:
```
! RIJCOSX wB97M-V def2-TZVPD def2/J DEFGRID3
* xyz 0 1
C -8.0069 -1.4940 0.8535
C -6.5582 -0.8464 1.0059
O -6.0953 -0.5616 2.0860
N -6.0402 -0.5215 -0.1846
C -4.8329 -0.0428 -0.5084
C -4.0775 0.4252 0.7429
C -2.9075 1.0026 0.5857
C -2.4337 1.3999 -1.0091
C -3.2998 1.0184 -2.0212
C -4.4192 0.3353 -1.6759
H -5.1578 0.2879 -2.4690
H -3.0549 1.2694 -3.0519
C -1.0756 1.8800 -1.2593
N -0.0267 1.5923 -0.2755
C 1.1613 2.2635 -0.4816
C 2.0931 1.6555 0.7619
N 2.5254 0.1464 0.3590
C 3.4682 -0.2565 1.2986
H 3.7111 -1.1675 0.9888
C 4.8630 0.4631 1.1132
C 5.2662 0.2801 -0.5556
H 4.4337 0.8099 -0.9546
H 5.4346 -0.6486 -0.6734
H 6.1925 0.8484 -0.4647
C 5.9031 -0.0969 1.6704
H 6.9716 0.2050 1.7817
H 5.9937 -1.5114 1.6734
H 5.6465 -0.0083 2.9229
H 4.7874 1.4413 1.3710
H 3.2392 -0.0896 2.3421
C 1.2678 -0.3695 0.2570
C 0.2370 0.1161 -0.8113
H -0.6245 -0.4008 -0.6608
H 0.6841 -0.0219 -1.7197
C 1.4318 -2.0237 -0.0510
H 2.0372 -2.2674 0.7897
H 0.5102 -2.4226 -0.3043
C 2.2299 -2.1507 -1.0966
O 2.5404 -3.4819 -1.5613
H 2.9647 -3.7127 -0.7363
H 1.6970 -1.9697 -2.0596
H 2.9949 -1.4748 -1.1248
H 0.6880 -0.4850 1.3399
H 3.0290 2.1393 0.6362
H 1.6253 1.8175 1.5788
H 1.1070 3.2474 -0.0817
H 1.7029 2.1716 -1.3214
H -1.0605 2.9759 -0.8489
H -0.8191 2.0919 -2.3251
H -2.2959 1.4858 1.2772
H -4.2983 0.3711 1.6594
H -6.5675 -0.6602 -1.0638
H -8.5282 -0.7571 0.1271
H -8.4420 -1.8236 1.8241
H -7.8155 -2.4740 0.3046
*
```



> What is the formula in the third record?

C19H31N3O2